(1)
This record from the OMol25 dataset describes a cluster of 9 separate species, C23H57Cl6NO6 in total. The level of theory is ωB97M-V/def2-TZVPD.

```
93
Properties=species:S:1:pos:R:3:forces:R:3
C 10.8454 10.1390 -2.3585 0.101 0.103 0.671
C 10.8528 9.5170 -0.9549 -1.846 2.293 -2.031
N 11.1181 8.2514 -0.8697 1.402 -3.023 0.314
O 10.2876 10.1484 -0.0935 0.413 0.805 1.600
H 9.7644 10.2523 -2.4397 0.033 0.015 -0.806
H 11.3092 9.5737 -3.1668 -0.172 -0.075 0.067
H 11.2485 11.1502 -2.3035 0.126 -0.100 0.020
H 11.1248 7.8310 0.0487 -0.217 -0.091 0.004
H 11.3061 7.6946 -1.6912 0.149 0.103 0.077
C 14.5402 6.8743 1.6404 -1.394 0.177 -0.719
C 13.0759 6.3386 1.3303 1.073 -0.413 1.380
C 12.9128 4.8551 1.7360 0.295 0.803 0.832
O 12.1212 7.1569 2.0057 -0.314 0.022 -0.743
H 15.2137 6.6623 0.8100 0.183 -0.400 0.264
H 14.9130 6.5441 2.6099 0.042 -0.427 -0.177
H 14.5065 7.9616 1.7086 -0.208 0.089 -0.141
H 12.8443 6.3811 0.2661 0.058 0.518 0.015
H 11.8755 4.5911 1.9421 -0.194 -0.078 -0.969
H 13.3217 4.7134 2.7365 0.582 -0.009 0.045
H 13.4557 4.2177 1.0381 -0.329 -0.219 0.062
H 12.2574 7.1692 2.9559 0.236 -0.160 0.033
C 10.8916 2.7581 -5.9589 0.029 0.413 -1.654
C 10.8247 4.2750 -5.9873 0.662 0.817 -1.587
C 10.4156 4.8815 -7.4304 0.089 -1.495 1.013
O 9.9594 4.7556 -5.0399 -1.547 0.669 0.892
H 11.7126 2.5709 -6.6509 0.201 -0.837 0.183
H 9.9910 2.4112 -6.4655 -0.131 -0.265 0.028
H 10.9659 2.2120 -5.0184 0.340 0.594 0.104
H 11.7753 4.7430 -5.7316 0.288 -0.434 -0.184
H 9.6035 4.2975 -7.8634 -0.185 -0.363 0.140
H 11.2196 4.7799 -8.1592 0.134 0.410 0.129
H 9.9901 5.8824 -7.3577 0.651 0.199 0.199
H 9.1102 4.6914 -5.4830 -0.583 0.187 0.572
C 13.6970 5.5460 -4.1695 1.945 -1.214 0.361
C 13.3974 6.8166 -3.3926 -1.147 -2.623 -2.369
C 14.3099 7.8714 -3.8757 0.915 2.039 -0.828
O 12.0218 6.9565 -3.8183 -0.420 1.791 1.193
H 13.6418 5.6475 -5.2533 -0.421 0.734 -0.118
H 13.0411 4.7133 -3.9155 0.205 -0.067 0.362
H 14.7489 5.2747 -4.0799 0.113 -0.497 0.507
H 13.4444 6.6387 -2.3182 -0.136 0.208 0.016
H 13.7632 8.7305 -4.2647 -0.255 0.450 0.895
H 14.8853 7.6968 -4.7848 -0.018 -1.152 -0.193
H 15.1042 8.1545 -3.1850 -0.391 0.252 0.349
H 11.8656 6.3588 -4.5532 -0.226 0.147 0.149
C 17.1501 8.7023 -0.9284 0.338 -0.495 0.155
C 16.5694 10.0754 -1.1326 -2.892 -1.094 -1.277
C 15.0517 10.1692 -0.8559 0.585 -0.503 -0.254
O 17.2015 10.9639 -0.3343 1.244 1.739 1.165
H 18.1825 8.9039 -0.6429 0.248 -0.570 0.133
H 17.2115 8.0624 -1.8087 -0.274 0.090 -0.119
H 16.6562 8.1487 -0.1299 0.109 0.052 0.106
H 16.6142 10.3022 -2.1978 0.612 0.429 -0.391
H 14.6256 11.1293 -1.1470 0.224 0.062 0.136
H 14.8280 9.9595 0.1900 -0.051 -0.036 -0.011
H 14.6038 9.4190 -1.5076 -0.393 -0.074 0.220
H 18.1269 10.7083 -0.3345 0.214 0.422 0.210
C 13.2801 0.8450 -0.1777 -0.049 0.833 -0.790
C 13.0843 0.7895 -1.7108 2.878 0.254 -0.558
C 14.2719 1.2939 -2.6254 -1.184 1.688 0.312
O 13.0436 -0.5573 -2.0973 -1.432 -0.917 -0.158
H 14.1045 0.1939 0.1131 -0.148 -0.007 0.026
H 12.3531 0.5836 0.3327 0.025 -0.397 -0.044
H 13.4827 1.8633 0.1540 0.231 0.101 -0.040
H 12.2240 1.3795 -2.0269 -0.335 -0.186 0.047
H 14.0068 1.2469 -3.6816 -0.358 -0.876 -0.041
H 15.2815 0.8927 -2.5370 -0.280 -0.164 0.601
H 14.2668 2.3821 -2.5622 0.691 0.314 0.616
H 12.1284 -0.8223 -1.9805 -0.050 -0.610 0.015
Cl 12.2281 15.1435 -5.0576 -0.651 0.309 -0.631
C 12.9954 13.9745 -4.0062 1.798 -1.231 -0.726
C 13.7041 12.8613 -4.9311 -0.863 1.027 0.364
Cl 14.4908 11.5316 -4.0882 0.036 -0.460 0.911
H 12.2682 13.5306 -3.3263 0.144 0.019 -0.139
H 13.7292 14.5920 -3.4882 0.052 -0.613 0.336
H 14.5372 13.2146 -5.5388 -0.595 0.741 -0.074
H 12.9365 12.3990 -5.5517 0.077 0.213 -0.080
Cl 12.4359 9.7380 -6.9918 0.459 -1.037 0.149
C 13.9722 8.9225 -7.5699 0.194 1.661 -0.582
C 14.9175 10.1223 -7.6762 0.846 -0.316 -0.715
Cl 16.4221 9.5906 -8.6188 -0.627 0.210 0.726
H 13.7733 8.4969 -8.5535 -0.110 0.080 0.178
H 14.4297 8.1686 -6.9293 -0.687 0.111 0.348
H 15.2062 10.5065 -6.6978 0.210 -0.315 -0.053
H 14.5471 10.9715 -8.2506 -0.314 -0.400 -0.029
Cl 19.7073 5.8174 -2.2096 0.450 0.629 0.153
C 19.3053 4.6734 -3.5027 0.256 -0.296 0.241
C 17.8035 4.7703 -3.7650 0.732 -0.814 1.161
Cl 17.1068 4.1488 -2.1856 -0.584 0.308 -0.637
H 19.5649 3.7120 -3.0594 -0.238 -0.115 -0.348
H 20.0055 4.8508 -4.3190 -0.493 0.211 -0.258
H 17.4549 4.0525 -4.5075 0.056 0.415 -0.161
H 17.5057 5.8096 -3.9038 -0.229 -0.285 -0.145
```
Positions in Å, forces in eV/Å.

Frontier orbital gap: 9.078 eV
E_HOMO: -8.9 eV
Structure (SMILES): CC(N)=O.CC(C)O.CC(C)O.CC(C)O.CC(C)O.CC(C)O.ClCCCl.ClCCCl.ClCCCl

These are the Löwdin partial charges, in e, on atoms 1 to 4:
1. C 0.00
2. C -0.64
3. N 0.20
4. O 0.03

(2)
This record from the OMol25 dataset describes a cluster of 5 separate species, C23H57N3O2 in total. The level of theory is ωB97M-V/def2-TZVPD.

```
85
Properties=species:S:1:pos:R:3:forces:R:3
C -4.5872 9.0609 -7.0772 0.343 0.326 -0.220
C -3.2529 9.6050 -6.5496 -0.759 0.075 -0.915
N -2.4120 8.5975 -5.9004 1.128 0.195 -0.754
C -1.9660 7.5975 -6.9032 1.036 0.553 0.687
C -0.7382 6.7653 -6.4322 -0.992 0.396 -0.289
C -2.9361 7.9590 -4.7081 -0.080 0.702 0.646
C -3.1293 8.9512 -3.5330 -0.378 -0.230 -0.656
H -4.3570 8.4354 -7.9397 -0.203 -0.599 0.258
H -5.1677 9.8578 -7.5420 -0.277 0.191 0.447
H -5.1466 8.5398 -6.3003 -0.217 -0.014 -0.289
H -2.7954 9.9912 -7.4604 0.853 -0.423 -0.087
H -3.3949 10.5727 -6.0684 0.011 -0.436 1.207
H -2.7846 6.9318 -7.1769 -0.090 -0.130 -0.322
H -1.5971 8.1688 -7.7551 -0.493 0.002 -0.245
H -1.1202 5.8921 -5.9034 0.551 0.069 0.414
H -0.1468 6.4158 -7.2784 -0.196 -0.074 -0.166
H -0.0884 7.4310 -5.8640 -0.077 -0.302 0.406
H -2.2298 7.2292 -4.3123 0.309 -0.038 -0.420
H -3.8190 7.3758 -4.9696 -0.552 0.017 0.396
H -2.2219 9.5387 -3.3926 0.181 -0.213 0.072
H -3.3843 8.3919 -2.6329 0.071 0.064 0.021
H -3.9209 9.6822 -3.6977 -0.191 -0.120 -0.163
C -6.6821 10.5305 -3.3053 -0.012 0.442 0.321
C -6.3808 10.3722 -1.8001 -0.425 -1.203 -0.447
N -7.0273 9.1645 -1.2092 0.815 -0.144 0.290
C -6.6550 8.9823 0.2361 -0.214 0.448 -0.552
C -7.1311 10.1551 1.1447 -0.104 -0.463 -0.890
C -8.4670 9.0657 -1.4333 0.630 0.875 0.651
C -9.0028 7.7361 -1.0322 -0.006 -1.066 -0.080
H -6.0387 11.2892 -3.7508 0.240 0.074 0.166
H -7.6877 10.9277 -3.4442 -0.116 -0.217 -0.081
H -6.5597 9.6405 -3.9225 -0.041 -0.194 0.275
H -5.3188 10.1911 -1.6349 0.138 0.377 -0.017
H -6.6922 11.2953 -1.3113 0.073 0.190 0.122
H -6.9126 8.0015 0.6359 -0.920 0.017 -0.322
H -5.5754 8.8386 0.2785 0.338 0.811 -0.137
H -6.7483 10.0290 2.1575 0.227 0.458 -0.126
H -6.8823 11.0733 0.6126 0.806 0.204 0.719
H -8.2077 10.3105 1.2131 -0.261 -0.828 0.083
H -8.7159 9.2566 -2.4772 0.206 0.024 -0.009
H -8.9031 9.8635 -0.8321 -0.737 0.229 -0.126
H -9.9716 7.6119 -1.5162 -0.154 -0.256 0.412
H -9.0169 7.5247 0.0370 -0.514 0.477 0.120
H -8.3487 6.9378 -1.3825 0.051 -0.009 -0.483
C -7.5738 9.7333 -11.3648 -0.066 -0.206 -0.500
C -7.6043 9.7153 -9.8325 0.284 0.126 -0.827
N -8.9269 9.7546 -9.2887 -1.554 -0.431 -0.838
C -9.7941 8.5747 -9.6950 0.908 1.371 0.375
C -11.2318 8.7357 -9.2811 -0.497 -0.096 0.189
C -8.9505 10.1109 -7.8739 -0.180 -0.620 -0.192
C -8.4932 8.9903 -6.9237 0.068 0.161 -0.412
H -7.6944 8.7385 -11.7936 -0.012 -0.139 0.081
H -6.6431 10.1207 -11.7793 0.252 -0.034 0.304
H -8.3513 10.3421 -11.8261 -0.227 0.165 0.372
H -7.0385 8.8458 -9.4980 0.318 -0.344 0.149
H -7.0600 10.5911 -9.4793 -0.040 0.085 0.160
H -9.7957 8.4411 -10.7768 0.532 0.162 -0.013
H -9.3702 7.6895 -9.2207 -0.064 -0.448 -0.124
H -11.8360 7.9041 -9.6435 0.250 -0.568 0.443
H -11.2587 8.8179 -8.1945 -0.559 -0.093 -0.033
H -11.7931 9.5459 -9.7465 0.603 0.646 0.127
H -9.9554 10.4587 -7.6344 -0.011 -0.028 0.169
H -8.2893 10.9733 -7.7901 0.013 0.044 0.250
H -8.5684 9.2926 -5.8792 0.110 -0.010 0.033
H -7.4680 8.7145 -7.1707 0.202 0.126 0.255
H -9.0503 8.0616 -7.0469 -0.340 0.111 0.058
C -6.7976 6.8367 -3.8654 -0.253 -0.381 -1.012
O -5.9066 7.1371 -2.8504 0.629 -0.392 0.344
H -6.5810 7.3938 -4.7769 0.222 0.004 -0.381
H -6.7123 5.7701 -4.0733 -0.066 -0.056 -0.182
H -7.8510 7.0559 -3.6907 -0.190 0.020 0.560
H -6.2014 7.9391 -2.4127 -0.316 0.524 0.737
C -8.1648 2.8431 -3.1524 0.672 -0.684 -0.386
C -8.7238 1.5116 -2.6557 0.019 0.153 -0.188
C -9.8502 1.9317 -1.7331 0.345 0.414 -0.115
O -10.1325 3.2935 -2.0416 -1.321 -0.151 1.115
C -9.3879 3.7187 -3.1180 0.915 0.973 -1.066
H -7.7813 2.7650 -4.1697 0.159 -0.025 0.009
H -7.3389 3.1578 -2.5144 -0.187 0.409 0.085
H -8.0284 0.8922 -2.0893 0.171 -0.154 -0.477
H -9.1623 1.0084 -3.5175 0.233 -0.443 0.100
H -9.5305 1.9315 -0.6910 -0.260 -0.350 0.144
H -10.6873 1.2622 -1.9310 -0.441 0.269 0.441
H -9.1161 4.7725 -3.0569 -0.085 0.152 0.589
H -9.9451 3.6913 -4.0544 -0.235 -0.519 -0.258
```
Positions in Å, forces in eV/Å.

⟨S²⟩: 0.75
Multiplicity: 2
Frontier orbital gap (alpha / beta): 1.834 / 8.458 eV
Total charge: -1
E_HOMO (alpha / beta): 1.0 / -5.7 eV

These are the Löwdin partial charges, in e, on atoms 1 to 4:
1. C -0.11
2. C -0.27
3. N -0.19
4. C -0.26